60
Properties=species:S:1:pos:R:3:forces:R:3:nbo_charge:R:1 method="wB97M-V/def2-TZVPD" s2=2.00 e_lumo_ev="-4.98 / -5.61" spin_multiplicity=3 e_above_lowest_kcal_mol=0.0 charge=+1 max_force_ha_per_bohr=0.0725 orbital_gap_ev="6.5 / 5.9"
Ni -2.0138 2.8559 -1.5638 0.93 -3.27 1.52 1.688
O 1.2768 0.9405 0.2389 -1.63 -0.89 -0.36 -0.708
C 0.1376 0.7163 -0.4799 -0.77 -0.52 0.01 1.007
O -0.2219 -0.4661 -0.6325 -0.05 0.16 -0.01 -0.790
O -0.5206 1.7159 -0.8706 0.24 2.10 -0.66 -0.879
H 1.2799 0.0416 0.6422 1.31 0.25 0.52 0.530
C 0.9058 2.2840 2.9720 -1.14 -0.25 1.21 -0.249
O 0.5394 1.0526 3.6106 0.25 0.06 -0.58 -0.742
H 1.7787 2.2028 2.3299 -0.03 0.07 0.01 0.176
H 0.0078 2.6408 2.4590 0.33 0.22 -0.52 0.142
H 1.0560 2.9795 3.7967 0.39 0.13 -0.18 0.188
H 0.5580 0.3656 2.9282 0.17 -0.12 0.43 0.477
C 0.6388 4.5332 0.5217 -0.08 0.38 -0.73 -0.250
O 0.7899 5.5055 1.5435 -0.05 -0.42 -0.17 -0.709
H 0.6588 5.0310 -0.4553 0.00 -0.10 -0.11 0.153
H 1.4503 3.8086 0.4930 0.06 0.07 0.40 0.201
H -0.3025 3.9778 0.5994 -0.05 -0.02 0.22 0.141
H 0.4883 6.3337 1.1649 0.07 0.16 0.25 0.468
C 0.7508 -2.4676 2.2096 -0.03 -0.96 0.28 0.792
O 1.2729 -1.3728 2.3965 0.04 0.03 -0.79 -0.704
N 1.0994 -3.5650 2.9575 0.43 0.40 0.22 -0.848
N -0.1276 -2.7334 1.2046 -0.12 0.68 0.26 -0.863
H 1.8604 -3.4086 3.5966 -0.21 0.03 0.23 0.413
H 0.4813 -4.3290 3.1582 -0.05 -0.03 -0.22 0.395
H -0.2868 -1.9594 0.5781 -0.27 0.01 -0.18 0.429
H -0.7399 -3.5262 1.2257 0.15 -0.14 -0.11 0.392
C -3.4000 0.0483 -2.2540 -0.25 -0.86 2.65 0.819
O -2.8956 1.1826 -2.1369 0.01 0.99 -1.43 -0.838
N -2.7016 -1.0738 -1.9916 0.32 0.53 -0.59 -0.812
N -4.7360 -0.0975 -2.2959 -0.70 0.30 -0.49 -0.804
H -1.7117 -0.9836 -1.7551 0.01 0.12 0.09 0.461
H -3.1878 -1.9151 -1.7406 0.04 -0.12 -0.27 0.400
H -5.3311 0.7117 -2.2791 0.18 0.12 -0.17 0.414
H -5.2087 -0.9820 -2.2409 0.24 -0.13 -0.18 0.410
C -3.5352 2.1046 0.9852 0.23 0.07 0.34 0.820
O -2.8742 2.7538 0.1450 -0.24 0.91 -0.47 -0.816
N -4.5778 2.6811 1.6074 0.60 -0.79 -0.36 -0.782
N -3.1919 0.8672 1.3962 -0.47 -0.20 -0.27 -0.785
H -5.1019 2.0785 2.2154 -0.42 0.63 0.26 0.409
H -4.7580 3.6570 1.4582 -0.21 0.00 0.20 0.432
H -3.7565 0.4437 2.1144 0.11 -0.06 0.05 0.401
H -2.7318 0.2099 0.7832 0.40 0.38 -0.10 0.428
C 0.8420 -3.9104 -1.8600 -0.43 -0.36 0.37 -0.621
C 2.1478 -3.9347 -1.0568 -1.68 -0.54 0.00 -0.068
O 2.8058 -5.0832 -1.5852 0.66 0.33 0.28 -0.724
H 0.3449 -4.8625 -1.6477 0.21 -0.15 -0.20 0.202
H 1.0351 -3.8905 -2.9309 -0.05 0.27 -0.01 0.220
H 0.0769 -3.1950 -1.5501 0.49 0.57 -0.17 0.186
H 1.8431 -4.1010 -0.0197 0.33 0.01 0.10 0.162
H 2.7027 -2.9961 -1.0789 0.33 -0.20 -0.38 0.169
H 3.1211 -5.6238 -0.8571 0.17 0.05 -0.04 0.474
C 3.5891 -0.4676 -2.5518 -0.17 -0.08 0.18 -0.630
C 3.8979 0.7225 -1.6219 -0.22 -1.83 -0.39 -0.068
O 2.9447 1.7261 -1.9003 0.40 0.82 0.06 -0.739
H 2.5073 -0.5974 -2.6328 -0.04 0.10 0.04 0.199
H 3.9650 -1.4276 -2.1908 0.36 0.15 -0.04 0.205
H 3.9693 -0.2731 -3.5540 0.01 -0.09 -0.01 0.211
H 4.9414 0.9881 -1.7988 -0.22 0.82 -0.10 0.176
H 3.8780 0.3687 -0.5864 -0.30 0.28 0.10 0.160
H 2.2701 1.7142 -1.2125 0.42 -0.08 0.02 0.479